(1)
21
Properties=species:S:1:pos:R:3:forces:R:3 method="wB97M-V/def2-TZVPD" total_charge=+1 e_homo_ev=-12.852 lumo_ev=-3.278 spin_multiplicity=1 molar_mass_da=104.2 e_tot_ha=-328.63731 e_above_lowest_kcal_mol=30.7 orbital_gap_ev=9.5747
C -0.77518 -1.90008 1.15424 -0.32 -0.10 0.20
C -1.51290 -0.81132 0.42870 0.20 -0.04 0.15
C -1.87118 -0.85919 -0.85481 -0.11 0.07 0.22
O -2.58561 0.08303 -1.51046 0.07 -0.06 -0.06
H -1.41601 -2.31231 1.93873 0.06 -0.04 -0.07
H -0.49446 -2.72704 0.50283 0.05 0.02 -0.06
H 0.10660 -1.52668 1.67933 0.10 0.01 -0.08
H -1.84141 0.02737 1.04051 0.00 0.05 -0.10
H -1.62939 -1.70232 -1.48926 0.02 -0.05 -0.12
H -2.93988 0.71997 -0.87738 -0.06 0.05 -0.06
C 1.06583 2.09226 0.36844 -0.03 0.07 -0.11
C 1.89901 0.85029 0.13412 0.09 0.15 -0.20
N 1.25936 0.00251 -0.93422 -0.28 -0.07 -0.18
H 1.47765 2.64170 1.20929 -0.01 0.05 0.08
H 1.10007 2.75117 -0.49930 0.06 0.02 -0.04
H 0.01807 1.88045 0.56897 -0.02 -0.17 0.16
H 2.87942 1.13194 -0.24629 0.06 -0.12 0.11
H 2.02198 0.22862 1.01702 -0.07 -0.02 -0.01
H 0.34164 -0.39327 -0.61685 0.13 0.18 0.03
H 1.85188 -0.75934 -1.26608 0.06 -0.02 0.18
H 1.04450 0.58224 -1.74754 0.00 0.02 -0.03


(2)
21
Properties=species:S:1:pos:R:3:forces:R:3 method="wB97M-V/def2-TZVPD" total_charge=+2 e_homo_ev="-20.209 / -20.180" lumo_ev="-7.837 / -14.693" spin_multiplicity=2 molar_mass_da=104.2 e_tot_ha=-328.11381 e_above_lowest_kcal_mol=46.2 orbital_gap_ev="12.3717 / 5.4864"
C 1.46440 -1.04990 0.01491 0.73 1.58 -0.83
O 2.70412 -0.88473 -0.57880 -0.34 -0.34 -0.28
C 0.70166 0.27594 0.15561 -0.35 -1.24 0.13
C -0.69655 -0.07664 0.66482 -0.61 0.20 -0.19
C -1.54613 -0.78752 -0.37964 0.41 0.21 -0.45
C -1.44452 1.13281 1.22672 0.02 0.29 0.20
N 0.68272 1.06498 -1.13190 0.13 0.11 0.40
H 0.88316 -1.80235 -0.58660 -0.02 -0.29 0.07
H 1.66729 -1.51474 0.97293 -0.30 -0.82 0.78
H 3.25833 -1.70957 -0.57919 0.04 0.16 0.12
H 1.20616 0.84210 0.92623 0.27 0.54 -0.02
H -0.52811 -0.74897 1.49586 0.10 -0.33 0.42
H -1.12001 -1.71280 -0.78224 0.15 -0.21 0.06
H -1.72190 -0.14689 -1.24615 -0.15 0.08 -0.09
H -2.51639 -1.05317 0.00939 -0.24 -0.07 0.23
H -0.96803 1.58419 2.09899 0.12 -0.14 -0.06
H -1.57888 1.92523 0.49199 -0.02 0.12 -0.24
H -2.44899 0.84005 1.52617 0.03 -0.08 0.01
H 0.68853 0.49902 -1.98531 0.06 -0.04 0.01
H -0.17683 1.62739 -1.17346 0.07 0.15 0.10
H 1.48999 1.69558 -1.14034 -0.10 0.15 -0.35


(3)
22
Properties=species:S:1:pos:R:3:forces:R:3 method="wB97M-V/def2-TZVPD" total_charge=-1 e_homo_ev=-3.061 lumo_ev=3.534 spin_multiplicity=1 molar_mass_da=120.2 e_tot_ha=-404.06012 e_above_lowest_kcal_mol=59.3 orbital_gap_ev=6.5956
C -0.62206 -1.62144 -0.42831 -2.84 2.77 1.49
N -0.06013 -0.62157 -1.33270 -0.28 -2.10 -1.16
C 0.30258 0.67376 -0.71569 -0.28 -0.48 -4.09
C 1.42394 0.66399 0.23081 0.40 3.48 1.60
C 1.30046 2.07951 1.10915 0.50 1.02 -3.10
O 0.38354 2.20216 2.03108 -1.28 -1.22 2.71
C -0.76966 -3.06510 -0.73964 0.91 0.48 -4.74
H -0.14519 -1.41741 0.50528 0.31 -0.62 1.19
H -1.67308 -1.19615 -0.29776 0.90 -0.69 0.36
H 0.69301 -1.07697 -1.83115 0.49 0.48 -0.04
H 0.56724 1.18656 -1.70209 0.07 0.16 1.46
H -0.64399 1.16836 -0.44616 0.60 -0.23 0.76
H 1.40490 -0.10325 0.91227 -0.85 -1.95 2.07
H 2.46305 0.54159 -0.07543 -0.01 0.51 -1.23
H 2.40870 2.34210 1.36633 -1.28 -0.16 0.07
H 0.87519 2.86765 0.35911 1.83 -0.81 -0.42
H -0.89970 -3.82491 -0.06499 -0.79 -1.05 2.55
H -1.46167 -3.26031 -1.59597 -0.18 0.41 0.80
H 0.11583 -3.42136 -1.24998 1.02 -0.02 -0.11
H -2.41776 1.40580 1.40584 -0.13 0.60 -0.75
H -1.16295 2.27725 1.62709 -0.87 0.09 -2.43
O -2.08226 2.19972 0.93291 1.75 -0.69 3.00


(4)
22
Properties=species:S:1:pos:R:3:forces:R:3 method="wB97M-V/def2-TZVPD" total_charge=-1 e_homo_ev=-2.922 lumo_ev=3.533 spin_multiplicity=1 molar_mass_da=120.2 e_tot_ha=-404.11493 e_above_lowest_kcal_mol=24.9 orbital_gap_ev=6.4546
C -1.33982 0.94900 -2.76860 0.12 -0.35 1.74
C -1.33789 0.54155 -1.26103 -0.53 0.04 -0.16
N -0.07090 0.01163 -0.80545 0.35 -0.24 0.07
C 0.22224 -1.28344 -1.40202 -0.12 0.75 -0.98
C 0.07344 -0.04997 0.64599 0.03 -0.50 0.55
C 1.52602 -0.23259 1.21170 -0.17 0.74 -0.14
O 1.49918 -0.15818 2.55414 0.22 0.41 0.08
H -1.55694 0.03953 -3.31969 0.22 0.18 -0.55
H -0.34994 1.36405 -2.95223 -0.08 -0.01 -0.49
H -2.12483 1.68312 -2.93001 -0.01 0.07 -0.22
H -1.59505 1.37898 -0.60739 0.22 0.17 -0.20
H -2.19660 -0.15627 -1.13239 0.26 -0.18 0.16
H -0.48575 -2.05412 -1.07296 0.03 -0.23 0.11
H 1.25445 -1.60916 -1.28970 -0.06 0.09 0.61
H 0.12718 -1.14884 -2.48334 -0.21 -0.28 -0.08
H -0.37748 0.82316 1.13058 0.45 0.33 -0.31
H -0.53796 -0.86035 1.08974 0.10 -0.27 -0.25
H 2.18067 0.52435 0.66413 -0.39 -0.03 0.31
H 1.98758 -1.18614 0.90271 -0.30 -0.44 -0.47
H 1.63818 0.43092 5.00801 0.19 -0.31 0.67
H 0.78106 0.58554 3.91835 -0.65 -0.89 -0.15
O 0.68318 0.40722 4.89945 0.36 0.95 -0.29


(5)
22
Properties=species:S:1:pos:R:3:forces:R:3 method="wB97M-V/def2-TZVPD" total_charge=-1 e_homo_ev=-3.385 lumo_ev=3.538 spin_multiplicity=1 molar_mass_da=120.2 e_tot_ha=-404.06326 e_above_lowest_kcal_mol=57.3 orbital_gap_ev=6.9231
C 0.94111 0.40882 2.44760 -0.50 -2.09 0.22
C 1.74154 -0.68007 3.23344 -6.18 -1.91 -3.03
C -0.02391 -0.37997 1.49747 3.65 -1.19 -1.28
N 0.32176 -0.02362 0.09960 -1.33 -0.06 0.30
C -0.58830 1.02048 -0.50713 2.26 -0.62 0.51
C -0.07785 1.22431 -2.09329 -0.41 1.45 2.48
O -0.38766 0.25206 -2.90540 -0.47 -2.90 -1.20
H 1.50413 1.13014 1.90141 1.00 -0.12 -0.92
H 0.47460 1.06645 3.13967 -1.10 0.23 1.01
H 0.94117 -1.28980 3.79986 1.39 1.08 -0.29
H 2.40640 -0.24177 3.77565 4.36 2.08 3.79
H 2.10286 -1.40060 2.52924 0.83 -0.21 -0.39
H 0.32437 -1.52379 1.50275 -1.27 2.23 0.66
H -1.03462 -0.24294 1.75413 -1.52 -0.10 0.23
H 0.33954 -0.90854 -0.40034 -0.31 0.71 -0.53
H -1.65825 0.73757 -0.55616 0.46 -0.19 0.04
H -0.48558 1.83013 0.33226 -0.13 -0.45 -2.08
H 1.02941 1.41788 -2.18785 -0.74 0.67 0.78
H -0.76460 2.01034 -2.35369 0.30 2.07 -0.20
H -1.09830 -1.85509 -1.23658 -0.27 0.13 -0.32
H -1.19495 -0.59804 -2.36282 0.13 -0.81 0.26
O -1.74909 -1.44306 -1.82001 -0.14 0.00 -0.04


(6)
22
Properties=species:S:1:pos:R:3:forces:R:3 method="wB97M-V/def2-TZVPD" total_charge=-1 e_homo_ev=-2.997 lumo_ev=3.586 spin_multiplicity=1 molar_mass_da=120.2 e_tot_ha=-404.12825 e_above_lowest_kcal_mol=16.5 orbital_gap_ev=6.5831
C 2.89848 0.12871 -0.10113 -0.51 -0.87 -1.08
N 1.77247 -0.41973 -0.88757 -0.50 0.95 1.19
C 0.58822 -0.65529 -0.02754 -0.61 0.36 -0.46
C -0.05639 0.62820 0.49211 -0.29 -0.03 1.07
C -1.30930 0.37552 1.44611 1.20 0.23 0.72
O -2.21127 1.35570 1.34611 -0.75 -0.08 -0.24
C -0.40659 -1.43151 -0.90264 0.66 -0.33 -0.42
H 3.28640 -0.64682 0.56537 0.35 0.15 0.23
H 2.56846 0.97629 0.48682 0.00 0.12 -0.07
H 3.63854 0.43192 -0.84107 0.37 0.13 0.36
H 2.00593 -1.32453 -1.24653 0.51 -0.38 -0.30
H 0.85995 -1.24619 0.86332 0.05 -0.17 -0.05
H 0.62373 1.22771 1.10643 0.24 -0.15 -0.11
H -0.39891 1.32904 -0.26771 -0.08 -0.34 -0.48
H -1.61059 -0.68883 1.30117 -0.56 0.10 -0.34
H -0.89768 0.31701 2.51413 0.10 -0.01 -0.53
H -1.20415 -1.94531 -0.37994 -0.16 0.29 0.22
H 0.12676 -2.21592 -1.46432 0.02 0.05 0.11
H -0.80470 -0.75740 -1.66035 -0.24 0.04 0.10
H -3.26964 1.44330 -0.01489 0.23 -0.02 0.12
H -2.65362 1.57449 -1.35203 -0.38 0.04 -0.05
O -3.54610 1.54364 -0.97586 0.36 -0.06 0.00


(7)
22
Properties=species:S:1:pos:R:3:forces:R:3 method="wB97M-V/def2-TZVPD" total_charge=-1 e_homo_ev=-2.969 lumo_ev=3.659 spin_multiplicity=1 molar_mass_da=120.2 e_tot_ha=-404.13119 e_above_lowest_kcal_mol=14.7 orbital_gap_ev=6.6282
C -1.03538 -1.10765 -0.31238 -0.30 0.26 0.78
O -2.06772 -1.93550 -0.51741 0.04 -0.42 0.09
C 0.32310 -1.53688 -0.90334 -0.20 -0.08 -0.55
C 1.57033 -0.71742 -0.56344 0.12 0.06 -0.37
C 1.46575 0.79636 -0.58794 0.19 -0.02 0.58
C 0.59215 2.73445 0.51635 0.71 0.20 0.25
N 0.75840 1.30800 0.57089 -0.27 0.01 -0.06
H -0.83758 -0.89681 0.79078 -0.05 -0.15 -0.05
H -1.24295 -0.08016 -0.72695 0.21 0.03 -0.05
H 0.55886 -2.58242 -0.68291 -0.32 -0.05 0.27
H 0.13805 -1.53090 -1.98571 0.25 0.09 -0.06
H 2.31334 -0.95958 -1.30436 0.46 -0.21 -0.61
H 2.05801 -1.04659 0.35385 -0.36 0.14 0.44
H 2.46706 1.23350 -0.52579 0.25 -0.08 -0.03
H 1.08194 1.15819 -1.55307 -0.44 -0.09 -0.04
H 1.59130 3.17167 0.64360 -0.06 0.20 -0.09
H 0.19022 3.13802 -0.42264 -0.22 -0.10 -0.09
H 0.00267 3.08751 1.35498 -0.27 0.04 0.08
H -0.12065 0.82376 0.70976 0.04 0.04 -0.20
H -2.98502 -1.21186 2.28419 0.11 -0.07 -0.26
H -3.19682 -2.06581 1.01264 0.56 0.40 -0.51
O -3.62509 -1.77987 1.84891 -0.45 -0.19 0.48


(8)
22
Properties=species:S:1:pos:R:3:forces:R:3 method="wB97M-V/def2-TZVPD" total_charge=0 e_homo_ev="-9.281 / -9.450" lumo_ev="0.723 / -2.269" spin_multiplicity=2 molar_mass_da=120.2 e_tot_ha=-403.96782 e_above_lowest_kcal_mol=55.4 orbital_gap_ev="10.0043 / 7.1807"
C 1.90292 0.26687 -1.43935 -1.57 0.75 -2.30
C 0.45598 0.52775 -2.12769 1.41 1.24 3.75
N -0.67328 -0.00295 -1.31874 1.06 -1.27 0.99
C -0.20801 1.05547 0.91364 0.40 0.29 1.12
C -0.55277 -0.20825 0.12484 -0.40 1.22 0.54
C 0.30814 -1.40397 1.00270 1.83 -2.35 -1.81
O -0.51493 -1.58191 1.97870 0.23 -0.14 1.44
H 2.14476 -0.76935 -1.68994 0.44 0.10 1.08
H 1.95223 0.71421 -0.43703 -0.17 -1.20 -0.22
H 2.57656 0.92756 -1.98395 0.28 -0.25 -0.35
H 0.31914 0.16445 -3.09788 0.29 -0.71 -1.46
H 0.44015 1.62909 -2.17735 -0.67 -0.30 -0.01
H -0.93995 -0.90756 -1.70313 -0.26 0.35 -0.10
H -0.71047 1.85884 0.38514 -0.14 0.42 0.26
H -0.54687 0.99486 2.03246 0.71 0.08 -2.17
H 0.87262 1.28042 0.92312 -0.57 -0.01 0.16
H -1.51965 -0.44552 0.55713 -0.25 -0.45 -1.37
H 0.30015 -2.45291 0.37442 0.28 2.41 0.56
H 1.42007 -1.09890 1.28947 -2.10 -0.27 -0.68
H -1.92648 -0.86094 2.25284 -3.44 1.32 0.45
H -2.27697 0.53694 1.90586 -1.60 -0.31 0.58
O -2.82335 -0.22420 2.23474 4.24 -0.95 -0.48